(1)
Computed, not measured: the ion C3HO4 with charge -1 in a non-equilibrium geometry, with ωB97M-V/def2-TZVPD.

Properties
Orbital gap (alpha / beta) = 5.75 / 7.51 eV
Net charge = -1
2S+1 = 3
HOMO energy (alpha / beta) = -1.55 / -5.39 eV
Relative energy (zero: lowest compared OMol25 entry of this formula, charge and spin) = 6.4 kcal/mol
Max |F| = 3.27 eV Å⁻¹
LUMO (alpha / beta) = 0.1544 / 0.0779 Ha

Element x y z (Å)
1 C -0.083 -0.873 -0.028
2 C -2.411 0.361 -0.163
3 C -1.622 -1.035 0.091
4 O -3.023 0.403 -1.188
5 O 0.410 -1.215 -1.103
6 O -2.248 1.150 0.781
7 O -2.286 -1.945 0.518
8 H 0.754 -0.191 0.557

(2)
Computed, not measured: the molecule C3I2N2 in a non-equilibrium geometry, with ωB97M-V/def2-TZVPD.

Properties
Orbital gap = 5.21 eV
HOMO energy = -9.44 eV
Relative energy (zero: lowest compared OMol25 entry of this formula, charge and spin) = 31.4 kcal/mol
Max |F| = 1.97 eV Å⁻¹
LUMO = -0.1553 Ha

Element x y z (Å)
1 C 1.108 0.804 0.907
2 C 1.056 -0.846 -0.848
3 C 0.480 0.234 -0.195
4 N 1.658 1.322 1.775
5 N 1.537 -1.721 -1.421
6 I -4.281 -0.391 0.297
7 I -1.558 0.599 -0.514

(3)
Computed, not measured: the molecule C3N2O in a non-equilibrium geometry, with ωB97M-V/def2-TZVPD.

Properties
Orbital gap = 10.67 eV
HOMO energy = -12.82 eV
SMILES string = N#CC(=O)C#N
Relative energy (zero: lowest compared OMol25 entry of this formula, charge and spin) = 5.7 kcal/mol
Max |F| = 1.11 eV Å⁻¹
LUMO = -0.0789 Ha

Element x y z (Å)
1 N 0.302 2.265 -0.126
2 C 0.084 1.199 0.265
3 C -0.158 -0.220 0.558
4 O -0.464 -0.664 1.630
5 C 0.030 -1.024 -0.658
6 N 0.207 -1.556 -1.670

(4)
Computed, not measured: a cluster of 2 separate species, C3N2O4 in total in a non-equilibrium geometry, with ωB97M-V/def2-TZVPD.

Properties
Orbital gap = 6.53 eV
Net charge = -2
HOMO energy = -0.06 eV
Relative energy (zero: lowest compared OMol25 entry of this formula, charge and spin) = 83.8 kcal/mol
Max |F| = 1.62 eV Å⁻¹
LUMO = 0.2379 Ha

Element x y z (Å)
1 C 1.497 0.613 1.202
2 C 1.065 0.016 0.039
3 C 1.385 0.156 -1.293
4 N 1.595 1.221 2.193
5 N -2.623 -0.535 0.037
6 O 1.923 -1.015 -0.823
7 O -2.375 -0.515 1.275
8 O 1.379 0.768 -2.333
9 O -3.846 -0.710 -0.298

(5)
Computed, not measured: the molecule C3N2O4 in a non-equilibrium geometry, with ωB97M-V/def2-TZVPD.

Properties
Orbital gap = 10.50 eV
HOMO energy = -10.69 eV
SMILES string = O=C=NOC(=O)N=C=O
Relative energy (zero: lowest compared OMol25 entry of this formula, charge and spin) = 22.7 kcal/mol
Max |F| = 6.99 eV Å⁻¹
LUMO = -0.0070 Ha

Element x y z (Å)
1 O -3.319 -0.803 0.136
2 C -2.411 -0.072 -0.092
3 N -1.897 0.974 -0.301
4 O -0.565 1.241 -0.266
5 C 0.283 0.177 -0.051
6 O -0.180 -0.846 0.456
7 N 1.641 0.382 -0.276
8 C 2.617 -0.273 0.103
9 O 3.686 -0.677 0.219

(6)
Computed, not measured: the ion C3N3O with charge +1 in a non-equilibrium geometry, with ωB97M-V/def2-TZVPD.

Properties
Orbital gap (alpha / beta) = 7.53 / 7.53 eV
Net charge = +1
HOMO energy (alpha / beta) = -15.95 / -15.95 eV
SMILES string = N#CN=[N+]=C=C=O
Relative energy (zero: lowest compared OMol25 entry of this formula, charge and spin) = 75.4 kcal/mol
Max |F| = 7.53 eV Å⁻¹
LUMO (alpha / beta) = -0.3094 / -0.3094 Ha

Element x y z (Å)
1 N -3.403 -0.198 0.562
2 C -2.397 0.090 0.071
3 N -1.236 0.254 -0.445
4 N -0.035 0.112 -0.136
5 C 1.187 -0.086 -0.132
6 C 2.495 -0.037 -0.001
7 O 3.622 -0.125 0.097

> What is the formula in the first record?

C3HO4

Copy entry 5 word for word.
Computed, not measured: the molecule C3N2O4 in a non-equilibrium geometry, with ωB97M-V/def2-TZVPD.

Properties
Orbital gap = 10.50 eV
HOMO energy = -10.69 eV
SMILES string = O=C=NOC(=O)N=C=O
Relative energy (zero: lowest compared OMol25 entry of this formula, charge and spin) = 22.7 kcal/mol
Max |F| = 6.99 eV Å⁻¹
LUMO = -0.0070 Ha

Element x y z (Å)
1 O -3.319 -0.803 0.136
2 C -2.411 -0.072 -0.092
3 N -1.897 0.974 -0.301
4 O -0.565 1.241 -0.266
5 C 0.283 0.177 -0.051
6 O -0.180 -0.846 0.456
7 N 1.641 0.382 -0.276
8 C 2.617 -0.273 0.103
9 O 3.686 -0.677 0.219

Please write out number 5 again, unchanged.
Computed, not measured: the molecule C3N2O4 in a non-equilibrium geometry, with ωB97M-V/def2-TZVPD.

Properties
Orbital gap = 10.50 eV
HOMO energy = -10.69 eV
SMILES string = O=C=NOC(=O)N=C=O
Relative energy (zero: lowest compared OMol25 entry of this formula, charge and spin) = 22.7 kcal/mol
Max |F| = 6.99 eV Å⁻¹
LUMO = -0.0070 Ha

Element x y z (Å)
1 O -3.319 -0.803 0.136
2 C -2.411 -0.072 -0.092
3 N -1.897 0.974 -0.301
4 O -0.565 1.241 -0.266
5 C 0.283 0.177 -0.051
6 O -0.180 -0.846 0.456
7 N 1.641 0.382 -0.276
8 C 2.617 -0.273 0.103
9 O 3.686 -0.677 0.219